[1]
Density functional theory data (ωB97M-V/def2-TZVPD) for C34H42N4OP2S2Zr as an isolated structure.

Calculated values
Relative energy (zero: lowest compared OMol25 entry of this formula, charge and spin)   0.302 eV
Calculated total energy   -85465.702 eV
Orbital gap   5.84 eV
Molecular weight   740.04 Da
HOMO   -12.95 eV
Net charge   +2

Each line ends with the Löwdin charge.
Positions of all 86 atoms, in Å:
Zr  0.68054  -0.59649  -0.64954  1.313
C  -1.08993  -4.39765  1.12184  0.019
C  -0.90315  -3.25842  0.17595  -0.197
N  -0.06471  -2.29984  0.49354  -0.150
N  0.54816  -2.39213  1.74560  -0.048
C  1.74283  -1.91440  1.82570  -1.084
S  2.72976  -1.21644  0.50999  0.547
S  2.59722  -1.85540  3.34641  0.946
C  1.92162  -3.30536  4.24982  -0.370
C  2.76439  -4.52505  4.01123  -0.308
C  3.75714  -4.86932  4.92137  -0.039
C  4.55927  -5.97968  4.70058  -0.059
C  4.37839  -6.75376  3.56487  -0.067
C  3.39120  -6.41602  2.64894  -0.068
C  2.59044  -5.30776  2.87341  -0.054
C  -1.62474  -3.21730  -1.08814  -0.105
C  -2.78092  -4.00094  -1.26152  -0.006
C  -3.47237  -4.01179  -2.45022  -0.042
C  -3.00813  -3.26037  -3.52679  -0.025
C  -1.87561  -2.48049  -3.39592  0.005
C  -1.19760  -2.43797  -2.18529  -0.293
O  -0.11281  -1.63747  -2.08100  -0.304
H  -0.11825  -4.75294  1.45662  0.073
H  -1.61206  -4.05169  2.01767  0.117
H  -1.63086  -5.22201  0.67568  0.086
H  1.95286  -3.00477  5.29632  0.085
H  0.87926  -3.42236  3.96414  0.075
H  3.90130  -4.26989  5.81294  0.118
H  5.32406  -6.24160  5.41929  0.113
H  5.00169  -7.62134  3.39496  0.112
H  3.24327  -7.02137  1.76427  0.108
H  1.82487  -5.04602  2.15350  0.082
H  -3.15602  -4.59213  -0.43920  0.118
H  -4.36513  -4.61278  -2.54954  0.122
H  -3.53304  -3.28645  -4.47231  0.125
H  -1.49299  -1.90260  -4.22659  0.122
C  0.38162  1.16605  -4.12177  -0.220
P  0.74632  1.60479  -2.39953  0.946
C  -0.69326  2.62318  -1.90344  -0.398
N  -1.10908  3.48779  -2.80182  0.150
C  -2.15201  4.28403  -2.49681  -0.185
C  -2.61472  5.23469  -3.43521  0.008
C  -3.66209  6.04084  -3.10395  -0.029
C  -4.29632  5.93622  -1.83868  -0.029
C  -3.87999  5.02430  -0.91557  0.006
C  -2.79418  4.17509  -1.22735  -0.184
N  -2.38104  3.25041  -0.33767  0.148
C  -1.35656  2.49247  -0.65440  -0.404
P  -0.95693  1.20113  0.58806  0.961
C  -2.53333  0.29411  0.72824  -0.222
C  -0.61387  1.97860  2.24220  -0.703
C  0.33849  3.16047  2.05734  -0.078
C  0.05452  0.90046  3.09931  -0.102
C  -1.92321  2.44250  2.88606  -0.074
C  2.24830  2.68853  -2.37780  -0.725
C  2.56545  2.98231  -0.91048  -0.094
C  3.37842  1.86922  -3.01382  -0.084
C  2.03816  3.99413  -3.14295  -0.071
H  0.31514  2.06133  -4.73716  0.055
H  -0.57415  0.64426  -4.15465  0.045
H  1.15817  0.50619  -4.50623  0.057
H  -2.11619  5.29921  -4.39285  0.125
H  -4.02279  6.77630  -3.81042  0.122
H  -5.12478  6.59403  -1.61273  0.122
H  -4.35315  4.92616  0.05207  0.123
H  -3.34952  0.99704  0.88991  0.058
H  -2.48106  -0.40798  1.56094  0.056
H  -2.72204  -0.26158  -0.19291  0.047
H  1.31848  2.83429  1.70569  0.070
H  0.48436  3.64363  3.02462  0.104
H  -0.06310  3.90930  1.37275  0.082
H  1.02339  0.60676  2.69037  0.042
H  -0.56542  0.00766  3.21265  0.083
H  0.23362  1.30416  4.09757  0.107
H  -2.45630  3.15082  2.25377  0.074
H  -1.68207  2.93918  3.82761  0.102
H  -2.58208  1.60587  3.11986  0.083
H  2.84020  2.07473  -0.36205  0.064
H  1.72186  3.46139  -0.41165  0.060
H  3.41056  3.67031  -0.85174  0.107
H  3.48599  0.88273  -2.55065  0.076
H  4.32327  2.39652  -2.87372  0.103
H  3.23001  1.73776  -4.08575  0.087
H  1.32210  4.64667  -2.64516  0.080
H  1.69710  3.82409  -4.16411  0.082
H  2.99377  4.51985  -3.19459  0.102


[2]
Density functional theory data (ωB97M-V/def2-TZVPD) for C34H43AsN7O2RuS2Si2 as an isolated structure in a non-equilibrium geometry.

Calculated values
Relative energy (zero: lowest compared OMol25 entry of this formula, charge and spin)   1.147 eV
Calculated total energy   -151330.355 eV
⟨S²⟩   8.77
Orbital gap (spin up / spin down)   7.14 / 5.51 eV
2S+1   6
Molecular weight   878.06 Da
HOMO (spin up / spin down)   -6.82 / -6.93 eV

Each line ends with the Löwdin charge.
Positions of all 92 atoms, in Å:
Ru  -0.87165  -0.02329  -0.11014  0.732
C  1.83382  0.11996  1.89469  -0.012
C  1.57781  -1.33393  1.63633  -0.339
C  2.49315  -2.29738  2.09912  -0.020
C  2.22776  -3.62248  1.90088  0.005
C  1.07413  -4.01088  1.18576  -0.157
C  0.75943  -5.35822  0.93697  -0.051
C  -0.36727  -5.68095  0.22461  -0.085
C  -1.19180  -4.67915  -0.27713  -0.134
C  -0.91959  -3.33610  -0.06631  -0.639
S  -1.98192  -2.18674  -0.79881  0.526
C  0.22031  -2.97398  0.71172  -0.242
N  0.48283  -1.68053  0.99784  0.035
H  1.63666  0.35932  2.94036  0.073
H  1.18907  0.75163  1.26479  0.054
H  2.87595  0.35327  1.68505  0.076
H  3.39101  -1.96664  2.59869  0.115
H  2.89472  -4.38568  2.27936  0.118
H  1.42078  -6.12849  1.30330  0.106
H  -0.61840  -6.71546  0.03965  0.103
H  -2.06419  -4.93719  -0.85813  0.092
C  -2.98895  1.96568  -4.79995  0.000
C  -2.62777  2.67214  -3.55388  -0.335
N  -2.62238  3.94392  -3.33604  0.128
N  -2.29329  4.09979  -2.03361  0.034
C  -2.04064  2.91659  -1.43416  -0.773
S  -1.67414  2.67704  0.15919  0.625
N  -2.28625  1.98313  -2.41005  -0.077
N  -2.08801  0.62203  -2.28533  0.034
H  -3.25496  2.68994  -5.56081  0.087
H  -3.83478  1.29951  -4.62289  0.086
H  -2.14632  1.37208  -5.15317  0.087
H  -2.02235  5.00416  -1.67846  0.160
H  -2.90406  0.08699  -2.58382  0.091
H  -1.25371  0.31689  -2.79948  0.098
O  0.49466  3.63004  -1.87632  0.020
C  1.11016  2.58933  -1.73882  -0.565
N  2.47317  2.46944  -1.82697  0.148
C  2.88044  1.08847  -1.91597  -0.267
C  1.52164  0.42490  -1.59130  -0.470
O  1.30823  -0.77938  -1.46040  -0.018
N  0.57343  1.35142  -1.50404  0.064
C  3.34496  0.70394  -3.31524  -0.123
C  3.88562  1.65946  -4.16876  -0.022
C  4.32786  1.30447  -5.43067  -0.083
C  4.24728  -0.00892  -5.85589  -0.093
C  3.69523  -0.96135  -5.01691  -0.071
C  3.24303  -0.60965  -3.75759  -0.020
C  3.97114  0.69475  -0.93872  -0.136
C  4.19589  -0.64896  -0.65342  -0.033
C  5.24625  -1.02618  0.16348  -0.081
C  6.08262  -0.06802  0.71001  -0.092
C  5.83529  1.27198  0.46937  -0.083
C  4.78578  1.65439  -0.34831  -0.026
H  3.03088  3.23850  -2.15365  0.134
H  3.98174  2.69154  -3.86353  0.106
H  4.74367  2.05698  -6.08361  0.102
H  4.60387  -0.28773  -6.83643  0.100
H  3.61477  -1.98732  -5.34561  0.104
H  2.79713  -1.36217  -3.12373  0.104
H  3.53703  -1.40612  -1.04778  0.107
H  5.41649  -2.07481  0.36458  0.105
H  6.91630  -0.36146  1.33007  0.100
H  6.47085  2.02607  0.91013  0.102
H  4.60703  2.70579  -0.51907  0.107
C  -3.50579  -1.36913  5.20222  -0.216
Si  -2.13129  -0.32528  4.35680  0.308
C  -2.02652  1.38115  5.23312  -0.220
C  -0.47078  -1.26028  4.58474  -0.229
As  -2.31754  -0.03377  2.00536  0.756
Si  -4.48082  0.85089  1.66053  0.286
C  -4.77767  0.63756  -0.22677  -0.234
C  -5.83936  -0.19699  2.52181  -0.225
C  -4.68130  2.67744  2.21006  -0.225
H  -3.26098  -1.58235  6.23937  0.024
H  -3.63655  -2.31887  4.69025  0.023
H  -4.45616  -0.84532  5.18659  0.004
H  -1.61289  1.31205  6.23337  0.023
H  -3.00804  1.83584  5.31524  0.012
H  -1.40260  2.05697  4.65525  0.016
H  -0.29897  -1.61910  5.59414  0.026
H  0.35811  -0.60918  4.32611  -0.004
H  -0.43520  -2.11846  3.91616  0.015
H  -5.74160  0.18429  -0.43775  0.022
H  -4.01314  -0.03284  -0.62347  -0.048
H  -4.72092  1.57594  -0.77217  0.013
H  -5.53821  -1.23951  2.56792  0.017
H  -6.77746  -0.14095  1.98050  0.019
H  -6.03329  0.14040  3.53366  0.010
H  -3.82691  3.26913  1.89388  -0.028
H  -4.75379  2.75067  3.29042  0.011
H  -5.57774  3.12332  1.79164  0.025


[3]
Density functional theory data (ωB97M-V/def2-TZVPD) for C34H43BCaN7O3S4Se as an isolated structure.

Calculated values
Relative energy (zero: lowest compared OMol25 entry of this formula, charge and spin)   0.000 eV
Calculated total energy   -180343.322 eV
Orbital gap   6.98 eV
Molecular weight   855.88 Da
HOMO   -4.72 eV
Net charge   -1

Each line ends with the Löwdin charge.
Positions of all 94 atoms, in Å:
Ca  0.96276  -0.05315  2.02617  0.862
C  -4.24886  -0.79056  -0.59526  -0.038
C  -4.34928  0.73465  -0.68175  -0.548
C  -5.29619  1.09469  -1.82456  -0.062
C  -4.89622  1.33737  0.61170  -0.043
N  -3.00487  1.30848  -0.97528  0.008
C  -2.68134  2.03911  -2.11227  -0.043
C  -1.36241  2.30105  -2.06141  -0.044
N  -0.86193  1.74071  -0.90749  0.042
B  0.63695  1.59610  -0.54665  -0.716
N  1.44420  2.66256  -1.29267  0.035
C  2.13725  2.43726  -2.46673  -0.053
C  2.82196  3.55367  -2.76477  -0.050
N  2.55275  4.48761  -1.77086  -0.004
C  1.68944  3.92903  -0.85848  -0.719
S  0.98903  4.61877  0.50915  0.622
C  3.14149  5.84859  -1.70569  -0.562
C  2.02772  6.89312  -1.79149  -0.053
C  4.08205  6.04841  -2.89280  -0.065
C  3.95124  5.99228  -0.41735  -0.050
N  1.07553  0.18064  -1.02038  0.024
C  0.43191  -0.57349  -1.98551  -0.035
C  1.18006  -1.66333  -2.22209  -0.050
N  2.29261  -1.59649  -1.40000  0.025
C  2.21904  -0.45559  -0.66631  -0.724
S  3.30969  0.13884  0.51711  0.607
C  3.36415  -2.63558  -1.34064  -0.540
C  2.99621  -3.77437  -2.28926  -0.049
C  4.67659  -2.00027  -1.79788  -0.046
C  3.47389  -3.21692  0.06871  -0.043
C  -1.87031  1.14977  -0.23297  -0.646
S  -1.73122  0.34363  1.25723  0.696
H  -5.25356  -1.20697  -0.49872  0.090
H  -3.66298  -1.10335  0.26563  0.030
H  -3.78815  -1.20424  -1.49520  0.096
H  -6.27286  0.66962  -1.59564  0.087
H  -4.96293  0.67371  -2.77433  0.087
H  -5.41892  2.17390  -1.92969  0.084
H  -5.89089  0.92984  0.80181  0.086
H  -4.97700  2.42241  0.52064  0.090
H  -4.25415  1.10292  1.45659  0.036
H  -3.40805  2.31551  -2.84978  0.105
H  -0.73265  2.84754  -2.74061  0.123
H  0.74916  1.73562  0.64251  0.029
H  2.10246  1.48986  -2.97595  0.120
H  3.47635  3.75406  -3.58978  0.103
H  1.48703  6.78740  -2.73474  0.087
H  2.46767  7.89183  -1.75534  0.083
H  1.32672  6.78001  -0.96819  0.028
H  3.55886  5.96426  -3.84668  0.082
H  4.91490  5.34374  -2.87624  0.085
H  4.49488  7.05490  -2.82675  0.086
H  3.31395  5.86741  0.45459  0.031
H  4.41034  6.98250  -0.38787  0.084
H  4.74246  5.24081  -0.38559  0.091
H  -0.52505  -0.29765  -2.39033  0.126
H  0.96003  -2.50979  -2.84049  0.110
H  2.92705  -3.44168  -3.32654  0.085
H  2.06004  -4.24545  -1.98791  0.079
H  3.78705  -4.52207  -2.22952  0.089
H  4.57722  -1.61604  -2.81577  0.086
H  5.46194  -2.75823  -1.79034  0.085
H  4.97193  -1.18511  -1.14036  0.038
H  2.51687  -3.64146  0.36659  0.068
H  3.76774  -2.46445  0.79461  0.039
H  4.22740  -4.00707  0.05350  0.087
Se  1.13957  0.12042  4.84733  0.427
C  0.10008  -1.44840  5.20921  -0.734
C  0.54677  -2.72682  4.87031  -0.160
C  -0.21282  -3.85195  5.16212  -0.105
C  -1.43506  -3.73072  5.80850  -0.125
C  -1.88975  -2.46484  6.15529  -0.122
C  -1.13462  -1.33919  5.85649  -0.163
H  1.49546  -2.83980  4.36156  0.093
H  0.15526  -4.82878  4.87131  0.100
H  -2.02892  -4.60879  6.02991  0.092
H  -2.84250  -2.34765  6.65966  0.094
H  -1.49926  -0.35517  6.12338  0.087
O  -1.66529  -3.61892  -2.05162  -0.327
S  -1.23821  -4.28782  -0.84475  0.616
O  -1.02779  -5.71036  -0.93355  -0.317
N  0.05154  -3.53979  -0.21108  -0.025
C  -0.24174  -2.92134  0.91830  -0.506
O  0.55669  -2.19631  1.56188  -0.200
C  -1.65025  -3.16458  1.39871  -0.146
C  -2.25650  -2.73001  2.56273  -0.033
C  -3.58681  -3.07187  2.76980  -0.059
C  -4.28966  -3.82627  1.83287  -0.080
C  -3.67609  -4.26658  0.66531  -0.047
C  -2.35256  -3.92111  0.48372  -0.223
H  -1.70925  -2.14498  3.29120  0.095
H  -4.08059  -2.74739  3.67697  0.104
H  -5.32717  -4.07550  2.01936  0.099
H  -4.20928  -4.85640  -0.06859  0.117


- What is the formula in the second record?
  C34H43AsN7O2RuS2Si2


- Look up the calculated total energy of the second one.
  -151330.355 eV